Entry 1:
Here is one molecule with the formula C3H7N at a distorted geometry from the OMol25 dataset. Energies are from ωB97M-V/def2-TZVPD.

Values from the calculation:
total energy	-4713.049	eV
SMILES string	C=CCN
ΔE to the lowest compared entry with this formula, charge and spin	25.5	kcal per mole
highest occupied orbital energy	-9.34	eV

Structure (XYZ):
```
11
Properties=species:S:1:pos:R:3:nbo_charge:R:1
C -0.724 0.164 -0.216 -0.266
C 0.600 0.341 0.553 -0.166
C 0.855 -0.688 1.389 -0.422
H 0.117 -0.472 -2.029 0.354
H -1.095 0.647 -2.219 0.355
H -1.113 1.153 0.102 0.197
H -1.328 -0.658 0.059 0.185
H 1.126 1.337 0.545 0.221
H 0.182 -1.560 1.470 0.192
H 1.727 -0.651 1.993 0.191
N -0.346 0.387 -1.647 -0.841
```

Entry 2:
Here is a 2-piece molecular cluster, C3H7N overall at a distorted geometry from the OMol25 dataset. Energies are from ωB97M-V/def2-TZVPD.

Values from the calculation:
total energy	-4712.432	eV
SMILES string	C=C.C=N
ΔE to the lowest compared entry with this formula, charge and spin	39.8	kcal per mole
highest occupied orbital energy	-10.13	eV

Structure (XYZ):
```
11
Properties=species:S:1:pos:R:3:nbo_charge:R:1
C -2.883 -4.413 -1.675 -0.371
C -1.702 -4.850 -2.088 -0.393
H -3.047 -3.939 -0.717 0.192
H -3.731 -4.320 -2.355 0.189
H -0.971 -5.264 -1.397 0.195
H -1.570 -5.248 -3.086 0.188
C 2.579 5.815 2.513 -0.048
N 3.369 4.869 2.243 -0.578
H 2.094 6.469 1.788 0.144
H 2.496 6.148 3.547 0.156
H 3.365 4.734 1.226 0.326
```

Entry 3:
Here is a 2-piece molecular cluster, C3H7N2 overall at a distorted geometry from the OMol25 dataset. Energies are from ωB97M-V/def2-TZVPD.

Values from the calculation:
total energy	-6195.181	eV
ΔE to the lowest compared entry with this formula, charge and spin	53.7	kcal per mole
highest occupied orbital energy	-16.41	eV
net charge	+1

Structure (XYZ):
```
12
Properties=species:S:1:pos:R:3:nbo_charge:R:1
C 2.090 -0.339 0.317 0.279
C -1.177 -1.348 -0.063 0.112
C -1.071 1.096 0.055 -0.417
N -0.625 -0.236 0.206 -0.389
N 3.108 0.057 -0.061 -0.581
H 0.454 -0.179 0.316 0.398
H -2.169 -1.237 -0.272 0.194
H -0.779 -2.360 0.092 0.246
H -0.663 1.734 0.702 0.236
H -0.937 1.325 -0.904 0.235
H -2.115 1.011 0.083 0.223
H 3.883 0.477 -0.470 0.464
```

Entry 4:
Here is an isolated ion of composition C3H7N2 and charge +1 at a distorted geometry from the OMol25 dataset. Energies are from ωB97M-V/def2-TZVPD.

Values from the calculation:
total energy	-6196.344	eV
SMILES string	N/C=C/C=[NH2+]
ΔE to the lowest compared entry with this formula, charge and spin	26.9	kcal per mole
highest occupied orbital energy	-14.67	eV
net charge	+1

Structure (XYZ):
```
12
Properties=species:S:1:pos:R:3:nbo_charge:R:1
C -0.439 1.104 -0.152 -0.318
C -0.537 0.767 1.161 0.076
C -0.200 -0.177 -0.805 0.254
N 0.906 -0.274 -1.565 -0.697
N -0.220 -0.660 1.289 -0.799
H -0.505 2.025 -0.726 0.275
H -0.754 1.354 2.072 0.247
H -0.907 -1.016 -0.844 0.259
H 1.632 0.443 -1.575 0.431
H 1.216 -1.243 -1.898 0.438
H 0.690 -1.025 1.243 0.408
H -0.882 -1.297 1.799 0.425
```

Entry 5:
Here is an isolated ion of composition C3H7N2O and charge +1 at a distorted geometry from the OMol25 dataset. Energies are from ωB97M-V/def2-TZVPD.

Values from the calculation:
total energy	-8243.981	eV
SMILES string	C=[N+](C)C(N)=O
ΔE to the lowest compared entry with this formula, charge and spin	49.8	kcal per mole
highest occupied orbital energy	-15.91	eV
net charge	+1

Structure (XYZ):
```
13
Properties=species:S:1:pos:R:3:nbo_charge:R:1
C -1.407 0.357 0.229 0.102
C 0.690 -0.437 -0.986 0.828
C 0.703 0.778 1.492 -0.447
N -0.079 -1.309 -1.663 -0.822
N -0.155 0.215 0.258 -0.312
O 1.794 -0.045 -1.175 -0.469
H -1.841 0.946 1.055 0.244
H -1.917 -0.141 -0.622 0.234
H 0.716 1.857 1.568 0.250
H 1.801 0.548 1.496 0.278
H 0.213 0.520 2.443 0.243
H -0.830 -1.814 -1.437 0.416
H 0.311 -1.478 -2.658 0.455
```

Entry 6:
Here is an isolated ion of composition C3H7N2O and charge +1 at a distorted geometry from the OMol25 dataset. Energies are from ωB97M-V/def2-TZVPD.

Values from the calculation:
total energy	-8242.107	eV
SMILES string	CCC(=[NH2+])N=O
ΔE to the lowest compared entry with this formula, charge and spin	93.0	kcal per mole
highest occupied orbital energy	-14.86	eV
net charge	+1

Structure (XYZ):
```
13
Properties=species:S:1:pos:R:3:nbo_charge:R:1
C 0.719 -0.435 -0.188 0.511
C -1.273 0.926 0.436 -0.584
C -0.322 0.476 -0.692 -0.511
N 1.986 0.221 0.317 0.183
N 0.478 -1.650 0.189 -0.640
O 2.996 0.347 -0.253 -0.091
H -1.651 0.077 1.000 0.213
H -2.113 1.446 -0.017 0.254
H -0.772 1.607 1.118 0.238
H -0.905 -0.077 -1.435 0.270
H 0.115 1.352 -1.172 0.269
H -0.464 -2.030 0.148 0.444
H 1.205 -2.261 0.549 0.446
```

Frontier orbital gap list, top to bottom, in eV: 10.62; 11.39; 11.79; 10.35; 10.75; 9.11